C53H45BrCaCl3IN7OPS2Se as an isolated structure at a distorted geometry. Source: the Open Molecules 2025 dataset; level of theory: ωB97M-V/def2-TZVPD.

**Energy above the lowest of the compared OMol25 structures with the same formula, charge and spin**: 0.495 eV

Positions of all 116 atoms, in Å:
Ca  0.8152  0.0600  -0.2898
C  -3.8420  1.7019  0.0346
C  -2.3779  1.4689  0.2538
N  -1.8138  0.3372  0.4082
N  -2.5513  -0.8017  0.3313
C  -2.0360  -1.9858  0.7954
N  -2.8152  -3.0456  0.4748
S  -0.6727  -2.1086  1.7208
C  -1.4772  2.6635  0.3206
C  -2.0020  3.9409  0.3715
C  -1.1384  5.0268  0.4145
C  0.2215  4.8004  0.3966
C  0.6664  3.4868  0.3280
N  -0.1559  2.4322  0.2974
H  -4.3965  0.7975  -0.1973
H  -3.9857  2.3947  -0.7958
H  -4.2873  2.1374  0.9323
H  -3.4850  -0.7831  -0.0357
H  -3.4034  -2.9886  -0.3413
H  -2.4060  -3.9450  0.6660
H  -3.0721  4.1012  0.3695
H  -1.5341  6.0346  0.4523
H  0.9343  5.6144  0.4222
H  1.7284  3.2761  0.2680
C  0.6076  0.3859  -6.1628
C  1.4988  -0.0542  -5.1968
C  1.0626  -0.8836  -4.1658
C  -0.2704  -1.2695  -4.0839
C  -1.1589  -0.8303  -5.0723
C  -0.7227  -0.0198  -6.1092
P  -0.9674  -2.2944  -2.7158
C  -1.7028  -3.6585  -3.7198
C  -2.9907  -4.0976  -3.4359
C  -3.5971  -5.0989  -4.1915
C  -2.9111  -5.6717  -5.2485
C  -1.6177  -5.2458  -5.5454
C  -1.0203  -4.2497  -4.7885
C  0.5016  -3.0304  -1.8990
C  0.7871  -4.3944  -1.9886
C  1.8808  -4.9289  -1.3133
C  2.6828  -4.0936  -0.5522
C  2.3630  -2.7417  -0.4526
C  1.2572  -2.1464  -1.0858
H  0.9449  1.0442  -6.9538
H  2.5414  0.2356  -5.2428
H  1.7668  -1.2403  -3.4256
H  -2.2027  -1.1302  -5.0321
H  -1.4235  0.3031  -6.8709
H  -3.5412  -3.6420  -2.6183
H  -4.6039  -5.4225  -3.9559
H  -3.3798  -6.4439  -5.8467
H  -1.0769  -5.6885  -6.3737
H  -0.0141  -3.9220  -5.0265
H  0.1746  -5.0567  -2.5874
H  2.1040  -5.9862  -1.3938
H  3.5431  -4.4956  -0.0258
H  3.0066  -2.1295  0.1847
Cl  5.4861  8.8683  1.4588
C  5.4290  7.1534  1.7272
C  4.8030  6.3351  0.8077
C  4.7733  4.9684  1.0458
C  5.3476  4.4022  2.1808
C  5.2573  2.8978  2.3381
C  4.4096  2.4330  3.5338
N  3.5587  1.3228  3.1343
C  3.7949  -0.0288  3.2643
C  2.8286  -0.6448  2.5297
N  2.0035  0.3102  1.9567
C  2.4781  1.4679  2.3534
O  6.5165  2.2856  2.4823
C  7.0960  1.8405  1.2539
C  6.6591  0.4489  0.9202
C  7.2577  -0.6721  1.4064
Cl  8.6099  -0.7391  2.4689
S  6.5130  -2.1109  0.8589
C  5.3658  -1.2236  -0.0520
C  5.5496  0.1156  0.0746
C  5.9678  5.2621  3.0856
Cl  6.6921  4.6707  4.5528
C  6.0160  6.6291  2.8663
H  4.3605  6.7568  -0.0854
H  4.3065  4.3120  0.3131
H  4.7731  2.5290  1.4271
H  3.7843  3.2334  3.9236
H  5.0855  2.1050  4.3167
H  4.6262  -0.4137  3.8338
H  2.6479  -1.7009  2.4053
H  2.0592  2.4369  2.1317
H  8.1712  1.8793  1.4095
H  6.8418  2.5168  0.4337
H  4.6287  -1.7500  -0.6446
H  4.9271  0.8528  -0.4288
H  6.5081  7.2758  3.5799
Se  2.8841  2.1344  -1.6515
C  4.0720  1.1979  -2.8089
C  4.9249  1.8757  -3.6813
C  5.7932  1.1522  -4.4870
N  5.8811  -0.1812  -4.4944
C  5.0649  -0.8273  -3.6567
C  4.1623  -0.1982  -2.8123
H  4.9124  2.9583  -3.7235
H  6.4616  1.6736  -5.1667
H  5.1390  -1.9118  -3.6603
H  3.5326  -0.7847  -2.1540
Br  -3.8591  4.4177  -3.3836
C  -2.0264  4.9024  -3.4177
C  -1.7305  6.2437  -3.6194
C  -0.4110  6.6716  -3.5931
C  0.6083  5.7623  -3.3506
C  0.3170  4.4186  -3.1681
C  -1.0016  3.9810  -3.2154
I  -1.3393  1.9337  -3.0494
H  -2.5355  6.9431  -3.8009
H  -0.1860  7.7168  -3.7654
H  1.6410  6.0896  -3.3148
H  1.1173  3.7018  -2.9970

Atoms 1-2, force components in eV/Å:
Ca -0.08 0.86 0.69
C 0.00 0.06 0.00


C53H45Cl4N4PPt as an isolated structure at a distorted geometry. Source: the Open Molecules 2025 dataset; level of theory: ωB97M-V/def2-TZVPD.

**DFT total energy**: -124279.1988 eV
**Multiplicity**: 3

Positions of all 108 atoms, in Å:
Pt  0.6382  0.3471  -0.2062
Cl  1.9834  -4.3985  7.8237
C  1.6679  -3.5955  6.3265
C  0.3602  -3.3530  5.9361
C  0.1155  -2.6949  4.7444
C  1.1630  -2.2782  3.9257
C  2.4698  -2.5282  4.3449
C  2.7277  -3.1828  5.5328
C  0.9282  -1.5378  2.6770
C  1.5771  -1.9959  1.5059
C  2.3474  -3.1854  1.4195
C  2.9566  -3.1774  0.1945
C  2.5209  -2.0031  -0.4715
C  2.9363  -1.6171  -1.7590
C  3.9902  -2.4601  -2.3708
C  3.6671  -3.6861  -2.9389
C  4.6551  -4.5174  -3.4314
C  5.9788  -4.1182  -3.3520
Cl  7.2191  -5.1590  -3.9626
C  6.3216  -2.9017  -2.7859
C  5.3241  -2.0752  -2.3021
C  2.4280  -0.5499  -2.4803
N  1.4876  0.3478  -2.0551
C  1.1718  1.1425  -3.1193
C  0.2077  2.1507  -3.1105
C  -0.2446  2.7753  -4.3585
C  0.6141  3.3522  -5.2934
C  0.1317  3.8936  -6.4711
C  -1.2280  3.8557  -6.7331
Cl  -1.8430  4.4675  -8.2284
C  -2.1072  3.3212  -5.8031
C  -1.6159  2.7961  -4.6260
C  -0.3586  2.6491  -1.9140
C  -0.9937  3.9141  -1.8115
C  -1.1500  4.1712  -0.4761
C  -0.6377  3.0488  0.2206
N  -0.1797  2.1227  -0.6720
C  -0.5964  2.9284  1.6251
C  -0.3270  1.7548  2.3099
C  -0.4115  1.5964  3.7335
C  -0.0746  0.3159  4.0120
C  0.2776  -0.3109  2.7673
N  0.0762  0.5700  1.7431
C  -0.7067  4.1897  2.3831
C  -1.7779  4.5000  3.2095
C  -1.7988  5.6943  3.9074
C  -0.7359  6.5750  3.7851
Cl  -0.7406  8.0543  4.6815
C  0.3368  6.2858  2.9572
C  0.3401  5.1007  2.2524
C  1.9411  0.7276  -4.2587
C  2.7332  -0.2959  -3.8560
N  1.6601  -1.3109  0.3323
H  -0.4588  -3.6762  6.5606
H  -0.9039  -2.5023  4.4449
H  3.2962  -2.1780  3.7448
H  3.7457  -3.3644  5.8442
H  2.4272  -3.9269  2.1878
H  3.6308  -3.9035  -0.2149
H  2.6328  -3.9926  -2.9800
H  4.4012  -5.4712  -3.8652
H  7.3584  -2.6106  -2.7190
H  5.5848  -1.1312  -1.8464
H  1.6703  3.4057  -5.0823
H  0.8055  4.3387  -7.1855
H  -3.1678  3.3022  -6.0068
H  -2.3039  2.3765  -3.9069
H  -1.2349  4.5478  -2.6404
H  -1.5740  5.0414  -0.0136
H  -0.7009  2.3642  4.4251
H  -0.0246  -0.1560  4.9750
H  -2.6046  3.8116  3.2941
H  -2.6323  5.9482  4.5417
H  1.1573  6.9809  2.8634
H  1.1680  4.8627  1.6004
H  1.8650  1.1444  -5.2411
H  3.4255  -0.8720  -4.4397
C  -2.1874  -3.2177  -3.5974
C  -1.1403  -2.1906  -3.1574
C  -1.0803  -1.0574  -4.1811
P  -1.2696  -1.4777  -1.4112
C  -2.7418  -0.3143  -1.4035
C  -4.0398  -0.7365  -2.0854
C  -2.9909  0.1268  0.0366
C  -1.6907  -2.9398  -0.3007
C  -0.6704  -4.0543  -0.5273
C  -3.1104  -3.5016  -0.3444
H  -2.0470  -3.4188  -4.6592
H  -3.2010  -2.8572  -3.4652
H  -2.0818  -4.1639  -3.0763
H  -0.1568  -2.6848  -3.1520
H  -1.9833  -0.4548  -4.1698
H  -0.9672  -1.4726  -5.1807
H  -0.2371  -0.4030  -3.9914
H  -2.3505  0.5578  -1.9443
H  -4.3984  -1.6945  -1.7269
H  -3.9277  -0.7779  -3.1652
H  -4.8020  0.0105  -1.8688
H  -3.5174  -0.6328  0.6101
H  -3.5907  1.0340  0.0461
H  -2.0417  0.3460  0.5287
H  -1.5240  -2.5356  0.7062
H  -0.8306  -4.5484  -1.4810
H  -0.7616  -4.8092  0.2518
H  0.3460  -3.6710  -0.5126
H  -3.3920  -3.8216  -1.3413
H  -3.8419  -2.7825  0.0126
H  -3.1625  -4.3738  0.3070

Atoms 1-2, force components in eV/Å:
Pt -0.01 -0.32 -0.16
Cl 0.03 -0.13 0.19


C53H46BeGeNO6P2 as an isolated structure at a distorted geometry. Source: the Open Molecules 2025 dataset; level of theory: ωB97M-V/def2-TZVPD.

**Net charge**: -1
**Energy above the lowest of the compared OMol25 structures with the same formula, charge and spin**: 14.862 eV

Positions of all 110 atoms, in Å:
Be  0.0000  0.0000  0.0000
C  -3.4336  1.7633  -1.1644
P  -1.7841  1.0669  -0.6185
C  -0.6136  1.9577  -1.6911
C  0.1436  1.2086  -2.6061
C  1.0462  1.8306  -3.4720
C  1.2046  3.2128  -3.4358
C  0.4640  3.9709  -2.5325
C  -0.4377  3.3474  -1.6652
C  -1.5578  1.8385  1.0257
C  -2.6403  2.0075  1.9043
C  -2.4665  2.5898  3.1641
C  -1.2024  2.9986  3.5762
C  -0.1098  2.8085  2.7363
C  -0.2848  2.2216  1.4792
P  -3.9074  1.5364  -2.9415
C  -5.7271  1.4492  -2.8212
C  -6.3789  0.3231  -3.3462
C  -7.7691  0.2036  -3.2755
C  -8.5255  1.2083  -2.6780
C  -7.8930  2.3326  -2.1525
C  -6.5025  2.4525  -2.2232
C  -3.7308  3.1593  -3.7650
C  -3.4448  4.3708  -3.1223
C  -3.3447  5.5676  -3.8421
C  -3.5322  5.5765  -5.2196
C  -3.8179  4.3869  -5.8807
C  -3.9140  3.1925  -5.1597
H  -3.5400  2.7969  -0.8316
H  -4.1647  1.1891  -0.5823
H  0.0324  0.1271  -2.6592
H  1.6188  1.2340  -4.1769
H  1.9013  3.6985  -4.1134
H  0.5826  5.0507  -2.5056
H  -1.0016  3.9651  -0.9709
H  -3.6401  1.6787  1.6329
H  -3.3203  2.7147  3.8253
H  -1.0664  3.4507  4.5549
H  0.8838  3.1098  3.0580
H  0.5951  2.0702  0.8566
H  -5.8088  -0.4738  -3.8198
H  -8.2587  -0.6738  -3.6898
H  -9.6071  1.1172  -2.6257
H  -8.4819  3.1212  -1.6916
H  -6.0377  3.3455  -1.8133
H  -3.2948  4.4276  -2.0516
H  -3.1203  6.4944  -3.3196
H  -3.4567  6.5063  -5.7763
H  -3.9683  4.3832  -6.9565
H  -4.1426  2.2783  -5.7055
O  -0.4873  -3.4191  -1.6183
C  -0.1549  -2.6259  -0.7509
O  -0.4904  -1.3291  -0.8779
C  0.6025  -3.1045  0.4570
C  1.9383  -3.7550  0.0793
Ge  3.2645  -2.5120  -0.6734
C  3.8925  -1.2967  0.6989
C  3.0112  -0.3900  1.3060
C  3.4715  0.4852  2.2956
C  4.8133  0.4593  2.6852
C  5.6963  -0.4413  2.0849
C  5.2389  -1.3164  1.0952
C  4.7544  -3.5293  -1.3590
C  4.7907  -4.9259  -1.2382
C  5.8758  -5.6457  -1.7479
C  6.9267  -4.9753  -2.3805
C  6.8935  -3.5834  -2.5040
C  5.8099  -2.8614  -1.9950
C  2.5350  -1.5486  -2.1749
C  2.4898  -0.1472  -2.1746
C  1.9540  0.5372  -3.2694
C  1.4634  -0.1742  -4.3679
C  1.5107  -1.5714  -4.3732
C  2.0471  -2.2580  -3.2797
H  -0.0272  -3.8633  0.9688
H  0.7741  -2.2753  1.1711
H  1.7464  -4.5692  -0.6511
H  2.3952  -4.2046  0.9859
H  1.9728  -0.3510  1.0104
H  2.7884  1.1850  2.7592
H  5.1689  1.1368  3.4507
H  6.7357  -0.4621  2.3866
H  5.9380  -2.0073  0.6463
H  3.9873  -5.4606  -0.7521
H  5.9017  -6.7236  -1.6528
H  7.7654  -5.5340  -2.7750
H  7.7066  -3.0644  -2.9948
H  5.7910  -1.7836  -2.0967
H  2.8664  0.4184  -1.3346
H  1.9192  1.6191  -3.2659
H  1.0479  0.3571  -5.2143
H  1.1313  -2.1219  -5.2242
H  2.0792  -3.3400  -3.2904
O  -1.9980  -2.3198  0.4936
C  -1.6233  -1.5567  1.4373
O  -0.8133  -0.5840  1.3386
C  -2.1968  -1.8320  2.8134
C  -3.1007  -2.8912  3.0144
C  -3.6371  -3.1571  4.2759
C  -3.2774  -2.3644  5.3641
C  -2.3773  -1.3045  5.1793
C  -1.8381  -1.0359  3.9159
N  -2.0018  -0.4727  6.3287
O  -2.5052  -0.7514  7.4301
O  -1.2070  0.4612  6.1497
H  -3.3822  -3.5115  2.1632
H  -4.3328  -3.9820  4.4005
H  -3.7024  -2.5826  6.3400
H  -1.1378  -0.2154  3.7594
H  0.4201  1.1385  0.7520

Atoms 1-2, force components in eV/Å:
Be -1.46 -4.17 0.34
C -0.23 0.19 0.47